[1]
Entry from the Open Molecules 2025 dataset: a structure of composition C30H46BrCuN3P2Se (the ωB97M-V functional and the def2-TZVPD basis).

Geometry as XYZ:
```
84
C30H46BrCuN3P2Se (the ωB97M-V functional and the def2-TZVPD basis)
C -1.052 -8.085 -1.954
C -0.323 -7.011 -2.502
C 0.271 -7.200 -3.767
C 0.083 -8.421 -4.427
N -0.626 -9.411 -3.898
C -1.179 -9.265 -2.699
C -0.219 -5.749 -1.810
C -0.077 -4.663 -1.276
C -0.091 -3.398 -0.704
C -1.364 -2.895 -0.378
C -1.422 -1.606 0.133
C -0.208 -0.958 0.280
C 1.065 -1.435 0.034
C 1.121 -2.715 -0.521
Cu -0.382 0.479 1.410
P -1.616 1.742 0.206
H 0.852 -6.415 -4.248
H -1.534 -8.013 -0.980
H 0.521 -8.587 -5.413
H -1.750 -10.108 -2.304
H 2.068 -3.175 -0.816
H -2.267 -3.491 -0.557
H 1.936 -0.844 0.294
H -2.386 -1.185 0.442
C -1.388 3.499 0.641
C -1.663 4.536 -0.448
H -0.349 3.565 1.000
H -2.030 3.677 1.518
H -1.585 5.536 -0.006
H -0.930 4.492 -1.262
H -2.667 4.451 -0.879
C -1.182 1.550 -1.554
C -2.178 0.827 -2.458
H -0.236 0.986 -1.542
H -0.945 2.549 -1.945
H -1.706 0.679 -3.439
H -2.449 -0.166 -2.076
H -3.095 1.409 -2.617
C -3.400 1.422 0.389
C -4.346 2.484 -0.173
H -3.560 1.282 1.472
H -3.602 0.449 -0.081
H -5.379 2.146 -0.016
H -4.238 3.452 0.331
H -4.218 2.633 -1.253
Br 1.618 1.396 2.258
P 3.758 1.697 -1.886
C 2.148 2.425 -2.373
C 2.337 3.740 -3.138
H 1.572 2.573 -1.446
H 1.633 1.680 -2.999
H 1.419 4.001 -3.675
H 2.576 4.566 -2.459
H 3.146 3.667 -3.875
C 3.886 1.954 -0.086
C 5.328 2.120 0.394
H 3.392 1.103 0.404
H 3.292 2.850 0.144
H 5.327 2.500 1.419
H 5.862 1.165 0.389
H 5.880 2.828 -0.232
C 3.548 -0.116 -2.137
C 4.099 -0.581 -3.493
H 2.477 -0.346 -2.035
H 4.093 -0.602 -1.313
H 4.190 -1.674 -3.497
H 3.432 -0.298 -4.316
H 5.091 -0.158 -3.694
C -3.511 2.324 4.724
N -2.211 2.053 5.309
C -1.658 2.692 6.401
C -0.453 2.108 6.639
N -0.286 1.120 5.686
C 0.851 0.231 5.604
C -1.367 1.077 4.850
Se -1.723 -0.116 3.501
H -4.039 3.016 5.390
H -4.077 1.389 4.625
H -3.405 2.778 3.728
H -2.173 3.483 6.908
H 0.281 2.293 7.397
H 1.700 0.741 5.131
H 1.122 -0.094 6.615
H 0.567 -0.631 4.991
```

Its charge is +2. The HOMO energy (alpha / beta) comes out at -12.8 / -12.8 eV. As for the multiplicity: 2. For the frontier orbital gap (alpha / beta), the calculation gives 5.20 / 4.05 eV. The value obtained for the energy relative to the best compared isomer or geometry (same formula, charge and spin) is 0.000 eV.

Atom charges from the Mulliken analysis, given in e for atoms 1 to 5:
1 C -0.455
2 C 0.542
3 C -0.436
4 C -0.323
5 N -0.557

[2]
Entry from the Open Molecules 2025 dataset: a cluster of 6 separate species, C30H46F3N5O4S in total (the ωB97M-V functional and the def2-TZVPD basis).

Geometry as XYZ:
```
89
C30H46F3N5O4S (the ωB97M-V functional and the def2-TZVPD basis)
O 3.414 0.630 7.709
C 2.853 1.194 6.762
O 2.730 2.634 6.791
C 2.180 2.942 5.512
O 2.022 4.043 4.946
C 1.749 1.686 4.646
C 0.999 1.742 3.246
C -0.254 0.757 3.130
O -0.705 0.266 4.432
C -0.078 -0.457 2.105
F -0.950 -0.252 0.995
F -0.478 -1.707 2.678
F 1.229 -0.657 1.622
C 2.210 0.608 5.435
C 2.117 -0.934 5.080
C 3.647 -1.429 4.805
C 4.286 -0.812 3.475
S 5.166 0.807 3.705
H 0.575 2.811 3.165
H 1.739 1.664 2.366
H -1.141 1.379 2.737
H -1.676 0.155 4.336
H 1.548 -1.156 4.122
H 1.696 -1.569 5.939
H 3.650 -2.573 4.834
H 4.287 -1.074 5.685
H 5.054 -1.551 3.058
H 3.498 -0.664 2.670
H 4.306 1.747 3.127
C -3.678 0.823 -2.540
C -4.684 0.360 -1.494
C -4.871 1.369 -0.358
C -3.567 1.586 0.354
N -2.544 1.754 0.910
H -2.679 0.945 -2.112
H -3.600 0.088 -3.341
H -3.982 1.776 -2.981
H -4.354 -0.601 -1.085
H -5.648 0.188 -1.980
H -5.609 0.998 0.357
H -5.228 2.325 -0.749
C 8.410 -2.442 1.137
C 8.102 -2.328 -0.352
C 7.252 -1.101 -0.692
C 5.936 -1.178 0.023
N 4.904 -1.240 0.585
H 7.499 -2.565 1.728
H 9.041 -3.313 1.329
H 8.937 -1.554 1.498
H 7.588 -3.237 -0.679
H 9.044 -2.274 -0.907
H 7.071 -1.056 -1.769
H 7.767 -0.183 -0.397
C -7.597 3.466 -5.362
C -6.117 3.770 -5.568
C -5.348 2.594 -6.175
C -5.429 1.405 -5.263
N -5.493 0.472 -4.548
H -7.746 2.645 -4.656
H -8.111 4.341 -4.956
H -8.077 3.198 -6.308
H -5.674 4.046 -4.606
H -6.020 4.637 -6.228
H -4.298 2.863 -6.316
H -5.763 2.325 -7.150
C -5.643 0.667 -10.615
C -6.218 1.583 -11.690
C -6.559 2.979 -11.163
C -7.590 2.877 -10.077
N -8.398 2.795 -9.225
H -6.362 0.490 -9.810
H -5.388 -0.306 -11.041
H -4.736 1.096 -10.178
H -7.114 1.117 -12.112
H -5.492 1.677 -12.503
H -6.954 3.600 -11.971
H -5.667 3.468 -10.764
C 3.329 -4.388 7.236
C 4.136 -5.145 8.284
C 5.606 -4.723 8.322
C 6.250 -4.993 6.994
N 6.754 -5.204 5.951
H 3.699 -4.582 6.225
H 2.282 -4.699 7.263
H 3.369 -3.309 7.415
H 4.063 -6.218 8.081
H 3.690 -4.974 9.268
H 6.138 -5.282 9.096
H 5.694 -3.658 8.553
```

The HOMO energy comes out at -8.6 eV. For the frontier orbital gap, the calculation gives 8.27 eV. As for the SMILES: O=C1OC(=O)C(C[C@H](O)C(F)(F)F)=C1CCCS.CCCC#N.CCCC#N.CCCC#N.CCCC#N.CCCC#N.

Atom charges from the Mulliken analysis, given in e for atoms 1 to 5:
1 O -0.552
2 C 0.392
3 O -0.294
4 C 0.012
5 O -0.570

[3]
Entry from the Open Molecules 2025 dataset: a cluster of 11 separate species, C30H46N12O10 in total (the ωB97M-V functional and the def2-TZVPD basis).

Geometry as XYZ:
```
98
C30H46N12O10 (the ωB97M-V functional and the def2-TZVPD basis)
C 0.031 0.110 -0.086
O -0.438 0.503 0.984
N 1.012 -0.789 -0.172
N -0.300 0.597 -1.249
H 1.123 -1.267 -1.055
H 0.958 -1.188 0.754
H 0.189 0.230 -2.052
H -0.741 1.502 -1.322
C 2.165 2.007 3.028
O 2.841 2.263 3.937
N 0.933 1.570 3.115
N 2.456 2.108 1.750
H 0.538 1.232 2.249
H 0.737 1.109 3.992
H 3.392 2.485 1.801
H 1.787 1.769 1.073
C -2.823 0.836 3.539
O -3.503 0.953 4.553
N -1.880 -0.053 3.422
N -3.013 1.357 2.365
H -1.456 -0.075 2.506
H -1.480 -0.324 4.309
H -3.772 2.008 2.223
H -2.262 1.315 1.690
C -0.339 3.742 -4.221
O -1.353 4.326 -3.915
N 0.655 4.429 -4.720
N -0.150 2.461 -4.272
H 1.456 3.831 -4.867
H 0.623 5.369 -5.089
H -0.822 1.913 -3.752
H 0.645 2.023 -4.715
C 2.158 -5.009 0.719
C 0.905 -5.110 0.052
C 0.794 -4.584 -1.223
C 1.910 -3.933 -1.803
C 3.101 -3.762 -1.130
C 3.252 -4.317 0.176
O 4.518 -4.382 0.759
O -0.404 -4.541 -1.865
H 2.225 -5.482 1.688
H 0.106 -5.745 0.405
H 1.849 -3.630 -2.838
H 3.936 -3.243 -1.577
H 5.148 -4.542 0.054
H -1.142 -5.091 -1.592
C 3.007 -2.743 4.275
C 2.366 -3.756 5.029
C 1.097 -4.137 4.642
C 0.431 -3.495 3.592
C 0.992 -2.427 2.899
C 2.354 -2.126 3.236
O 2.949 -1.282 2.390
O 0.562 -5.186 5.331
H 3.989 -2.514 4.662
H 2.891 -4.101 5.908
H -0.363 -4.037 3.101
H 0.556 -1.911 2.056
H 3.824 -1.572 2.123
H 1.085 -5.657 5.984
C -1.032 4.930 1.825
C -0.880 4.176 0.656
C -1.812 4.064 -0.313
C -2.994 4.709 -0.134
C -3.262 5.451 0.956
C -2.315 5.507 1.946
O -2.539 6.344 3.044
O -1.532 3.407 -1.468
H -0.309 5.095 2.610
H 0.080 3.710 0.494
H -3.743 4.616 -0.905
H -4.224 5.927 1.076
H -1.848 6.121 3.671
H -1.823 3.879 -2.252
C -5.197 1.146 -2.777
C -3.733 1.035 -2.934
N -2.601 0.915 -3.029
H -5.537 0.399 -2.060
H -5.789 1.097 -3.691
H -5.438 2.142 -2.405
C 3.739 1.354 -1.970
C 3.948 2.512 -2.823
N 4.095 3.491 -3.471
H 2.763 0.875 -2.050
H 3.831 1.473 -0.890
H 4.439 0.556 -2.215
C -0.491 -1.709 -5.978
C 0.473 -1.246 -4.976
N 1.240 -0.843 -4.174
H -1.507 -1.756 -5.585
H -0.248 -2.741 -6.230
H -0.655 -1.138 -6.892
C -2.684 -2.286 -0.402
C -2.814 -3.235 0.733
N -2.828 -4.012 1.616
H -3.730 -2.168 -0.683
H -1.866 -2.579 -1.060
H -2.487 -1.254 -0.111
```

Its charge is +1. The HOMO energy (alpha / beta) comes out at -9.6 / -9.6 eV. As for the multiplicity: 2. For the frontier orbital gap (alpha / beta), the calculation gives 5.92 / 2.38 eV.

Atom charges from the Mulliken analysis, given in e for atoms 1 to 5:
1 C -1.364
2 O 1.775
3 N 0.783
4 N 1.189
5 H 0.062